[1]
# HN3O3

HN3O3 as an isolated structure in a non-equilibrium geometry (ωB97M-V with the def2-TZVPD basis set, OMol25).

- E_LUMO (Ha) = -0.0233
- HOMO (eV) = -10.3985
- charge = 0
- frontier orbital gap (eV) = 9.76

Each line ends with the natural charge from an NBO analysis.
Cartesian coordinates (Å):
O: -1.669 -1.155 -1.592  -0.37
O: -0.248 0.128 -0.707  -0.37
O: -1.382 -1.250 0.527  -0.40
N: -1.161 -0.830 -0.565  0.72
N: 1.511 1.162 0.495  -0.28
N: 0.704 0.389 0.778  0.27
H: 2.245 1.557 1.064  0.42

[2]
# C32H31N3O6

A 2-piece molecular cluster, C32H31N3O6 overall in a non-equilibrium geometry (ωB97M-V with the def2-TZVPD basis set, OMol25).

- E_LUMO (Ha) = -0.1042
- HOMO (eV) = -5.6586
- charge = 0
- frontier orbital gap (eV) = 2.82

Each line ends with the Löwdin charge.
Cartesian coordinates (Å):
O: 0.457 0.740 3.943  0.02
O: -2.675 -2.210 2.189  0.02
O: 0.664 -1.488 4.277  -0.02
O: -5.165 4.288 4.079  0.03
O: -6.309 3.258 2.546  0.02
O: -0.554 -2.885 2.616  -0.03
N: -0.817 2.111 -4.820  -0.05
N: 4.512 0.079 -1.595  -0.05
N: -5.296 3.384 3.244  -0.35
C: -4.214 2.422 3.083  -0.19
C: 2.536 1.063 -2.085  -0.13
C: 0.325 1.994 -2.866  -0.14
C: -1.551 -1.940 2.581  -0.44
C: -4.368 1.303 2.280  -0.03
C: 2.689 -2.389 5.190  -0.07
C: -1.780 2.062 -1.355  0.01
C: -1.772 2.149 -3.790  -0.15
C: -1.117 2.158 -6.253  0.02
C: -1.055 -4.196 2.461  -0.26
C: 1.914 -1.144 4.818  -0.27
C: 4.006 -0.589 -2.722  -0.14
C: -1.243 -0.600 3.072  -0.03
C: 3.686 -2.207 -4.446  -0.07
C: 0.016 -0.388 3.784  -0.44
C: -3.842 2.132 -2.603  -0.06
C: -1.082 2.098 -2.567  -0.11
C: 2.455 -1.628 -4.765  -0.07
C: -3.036 2.595 3.788  -0.01
C: 4.463 -1.705 -3.430  0.00
C: 3.624 1.047 -1.205  0.06
C: 2.773 0.005 -3.049  -0.10
C: -0.177 -5.203 3.178  -0.07
C: 1.984 -0.545 -4.067  -0.02
C: 1.353 1.816 -1.901  0.13
C: -2.207 0.458 2.987  -0.15
C: 0.436 2.030 -4.261  0.02
C: -3.172 2.178 -3.804  -0.01
C: -3.390 0.344 2.229  -0.03
C: -2.052 1.645 3.733  -0.02
C: -3.153 2.076 -1.386  -0.04
C: 5.728 -0.282 -0.873  0.01
H: -5.278 1.198 1.711  0.11
H: 2.159 -2.950 5.959  0.07
H: 1.737 -0.491 5.685  0.13
H: -0.722 1.273 -6.748  0.10
H: 1.164 2.190 -0.908  0.14
H: -0.525 -6.227 3.037  0.07
H: -3.707 2.040 -0.461  0.10
H: -4.920 2.136 -2.599  0.11
H: 1.858 -2.037 -5.561  0.11
H: -1.140 1.798 4.282  0.09
H: -1.243 2.001 -0.427  0.12
H: 6.417 0.561 -0.863  0.10
H: -3.702 2.219 -4.740  0.10
H: 5.486 -0.548 0.154  0.10
H: 1.008 -0.142 -4.263  0.09
H: 1.355 1.982 -4.818  0.15
H: 2.783 -3.047 4.326  0.07
H: -2.920 3.483 4.389  0.11
H: 3.690 -2.167 5.560  0.07
H: -0.157 -5.000 4.250  0.08
H: 2.442 -0.551 4.059  0.12
H: 0.854 -5.146 2.827  0.07
H: 3.738 1.670 -0.335  0.15
H: -1.121 -4.406 1.384  0.12
H: 4.017 -3.070 -4.997  0.11
H: 5.392 -2.173 -3.162  0.10
H: 6.217 -1.129 -1.348  0.09
H: -2.079 -4.205 2.867  0.12
H: -2.194 2.196 -6.419  0.09
H: -0.662 3.042 -6.700  0.10
H: -3.539 -0.534 1.623  0.10

[3]
# C27H18BrN6O5Rh

C27H18BrN6O5Rh as an isolated structure in a non-equilibrium geometry (ωB97M-V with the def2-TZVPD basis set, OMol25).

- E_LUMO (alpha / beta) (Ha) = -0.0540 / -0.0689
- HOMO (alpha / beta) (eV) = -8.2224 / -8.7454
- charge = 0
- multiplicity = 5
- frontier orbital gap (alpha / beta) (eV) = 6.75 / 6.87

Each line ends with the natural charge from an NBO analysis.
Cartesian coordinates (Å):
Rh: 8.023 11.866 10.811  1.32
Br: 11.720 4.734 4.828  0.08
O: 8.335 13.244 9.010  -0.79
O: 7.763 12.005 13.031  -0.77
O: 8.108 13.162 14.912  -0.64
O: 9.577 14.980 8.345  -0.66
O: 8.129 9.466 12.204  -0.51
N: 13.328 6.791 10.173  -0.17
N: 7.708 10.247 9.173  -0.56
N: 12.346 6.622 11.128  -0.20
N: 8.538 13.949 11.479  -0.47
N: 10.143 10.976 11.091  -0.47
N: 7.737 7.128 6.356  -0.82
C: 8.079 9.455 6.949  -0.30
C: 8.901 15.383 13.361  -0.21
C: 10.352 9.729 11.479  0.21
C: 9.342 16.108 11.043  -0.22
C: 8.964 14.360 9.240  0.72
C: 11.410 8.920 11.053  -0.15
C: 12.192 10.906 9.934  -0.24
C: 13.257 6.077 6.640  -0.22
C: 9.602 7.791 12.994  -0.28
C: 8.115 13.022 13.713  0.74
C: 7.154 9.070 9.522  0.07
C: 8.501 14.172 12.805  0.12
C: 11.441 4.897 7.734  -0.22
C: 8.117 10.486 7.887  0.08
C: 12.307 9.535 10.180  -0.11
C: 7.137 7.963 8.625  -0.34
C: 8.932 14.878 10.638  0.09
C: 12.121 5.262 6.588  -0.09
C: 11.625 7.542 11.572  0.20
C: 10.695 7.077 12.668  -0.13
C: 11.901 5.305 8.954  -0.21
C: 9.292 16.344 12.445  -0.15
C: 11.050 11.583 10.345  0.07
C: 13.033 6.162 8.988  0.07
C: 7.597 8.163 7.336  0.22
C: 9.269 9.030 12.267  0.50
C: 13.753 6.527 7.871  -0.19
H: 10.544 4.293 7.748  0.23
H: 8.249 9.610 5.911  0.22
H: 7.562 6.193 6.632  0.40
H: 9.478 17.355 12.930  0.22
H: 13.157 8.983 9.724  0.25
H: 14.660 7.155 7.888  0.24
H: 8.858 7.393 13.780  0.26
H: 7.879 7.472 5.380  0.41
H: 10.829 12.666 9.960  0.24
H: 11.243 4.899 9.744  0.25
H: 12.885 11.383 9.262  0.23
H: 6.826 9.032 10.635  0.25
H: 10.978 6.117 13.116  0.24
H: 6.655 7.049 8.970  0.23
H: 8.501 11.418 7.643  0.25
H: 13.870 6.119 5.780  0.23
H: 8.901 15.607 14.379  0.24
H: 9.775 16.700 10.288  0.25

[4]
# C2H15NO5

A 6-piece molecular cluster, C2H15NO5 overall in a non-equilibrium geometry (ωB97M-V with the def2-TZVPD basis set, OMol25).

- E_LUMO (Ha) = 0.0240
- HOMO (eV) = -10.0603
- charge = 0
- SMILES string = C=NC.O.O.O.O.O
- frontier orbital gap (eV) = 10.71

Each line ends with the natural charge from an NBO analysis.
Cartesian coordinates (Å):
O: -0.731 2.523 -1.058  -0.99
O: -0.176 2.595 1.555  -1.00
O: 1.565 0.534 1.878  -1.01
O: 0.510 -1.962 1.511  -0.98
O: 1.627 0.850 -0.933  -0.97
N: -1.196 -2.032 -0.683  -0.45
C: -0.439 -2.499 -1.833  -0.45
C: -1.786 -0.926 -0.805  -0.02
H: 0.027 -1.669 -2.365  0.19
H: -1.615 -0.277 -1.668  0.15
H: 0.220 3.351 1.987  0.47
H: 0.315 -3.225 -1.552  0.21
H: 0.635 -2.875 1.775  0.48
H: -1.108 -2.983 -2.551  0.20
H: 1.808 0.703 0.959  0.50
H: 1.278 -0.388 1.940  0.51
H: 0.347 1.848 1.890  0.51
H: 1.027 1.574 -1.151  0.51
H: -1.483 2.901 -1.538  0.47
H: -0.790 2.870 -0.148  0.51
H: 2.459 1.106 -1.335  0.47
H: -0.251 -1.932 0.933  0.50
H: -2.360 -0.520 0.025  0.18

[5]
# C4H7NO2

A 3-piece molecular cluster, C4H7NO2 overall in a non-equilibrium geometry (ωB97M-V with the def2-TZVPD basis set, OMol25).

- E_LUMO (Ha) = 0.0313
- HOMO (eV) = -10.0719
- charge = 0
- SMILES string = CC#N.C=O.C=O
- frontier orbital gap (eV) = 10.92

Each line ends with the natural charge from an NBO analysis.
Cartesian coordinates (Å):
O: -0.149 1.653 -2.193  -0.54
O: -0.702 1.044 0.959  -0.57
N: 0.311 -1.934 -0.846  -0.39
C: -0.460 2.069 0.363  0.30
C: 0.657 -1.648 1.732  -0.73
C: 0.463 -1.805 0.293  0.33
C: -0.434 0.478 -2.237  0.30
H: 0.030 -0.210 -2.964  0.13
H: 0.359 -2.563 2.249  0.25
H: 1.711 -1.446 1.940  0.25
H: 0.057 -0.803 2.075  0.29
H: 0.573 2.420 0.189  0.12
H: -1.155 0.025 -1.534  0.13
H: -1.261 2.718 -0.026  0.12

[6]
# C5H7CuO3

C5H7CuO3 as an isolated structure in a non-equilibrium geometry (ωB97M-V with the def2-TZVPD basis set, OMol25).

- E_LUMO (Ha) = 0.0061
- HOMO (eV) = -7.5130
- charge = 0
- frontier orbital gap (eV) = 7.68

Each line ends with the natural charge from an NBO analysis.
Cartesian coordinates (Å):
Cu: -1.044 -2.147 1.678  0.65
O: 0.785 0.125 -0.226  -0.46
O: 2.305 0.812 1.193  -0.46
O: 0.725 -0.620 1.878  -0.66
C: 1.563 1.052 -1.000  -0.10
C: 2.533 1.635 0.035  -0.10
C: -3.207 -1.328 -0.628  -0.52
C: 1.262 0.035 1.000  0.99
C: -3.159 -1.791 0.643  -0.64
H: -4.129 -1.231 -1.230  0.17
H: 3.584 1.544 -0.255  0.21
H: 2.304 2.673 0.303  0.20
H: 0.890 1.797 -1.435  0.21
H: -2.297 -1.023 -1.169  0.16
H: -4.181 -2.024 1.009  0.15
H: 2.067 0.490 -1.794  0.20

We obtain energy relative to the best compared isomer or geometry (same formula, charge and spin) values of 91.6; 0.0; 42.4; 10.7; 60.9; 0.0 kcal per mole for the records listed above, in that order.
We obtain energy values of -10621.9539; -50437.5759; -120516.1699; -14044.9680; -9844.6399; -56077.3932 eV for the records listed above, in that order.